No. 1
{
  "formula": "C8H7Cl2FeN3O4Ti",
  "method": "ωB97M-V with the def2-TZVPD basis set",
  "homo_lumo_gap_ev": [6.30, 6.03],
  "charge": 4,
  "lumo_ev": [-16.61, -18.00],
  "s_squared": 12.044,
  "spin_multiplicity": 7,
  "symbols": ["Ti", "Fe", "Cl", "Cl", "C", "C", "C", "O", "O", "O", "C", "N", "C", "C", "C", "N", "C", "O", "N", "H", "H", "H", "H", "H", "H", "H"],
  "positions_angstrom": [[0.1702, -4.0007, -1.9047], [0.2471, 1.0167, -1.8034], [1.6352, -4.9349, -0.5360], [-1.7179, -3.2528, -0.6591], [0.4815, -2.0912, -2.2638], [0.8166, -3.4883, -3.7024], [-0.7181, -5.1198, -3.3577], [0.5087, -0.8785, -2.2802], [1.1781, -3.1621, -4.7763], [-1.2610, -5.7880, -4.1359], [1.1439, 4.1913, 1.5741], [0.3122, 2.9871, 1.5145], [-0.0628, 2.3928, 2.6852], [-0.7269, 1.2062, 2.6539], [-0.9249, 0.5590, 1.3938], [-0.6196, 1.1959, 0.2454], [0.0794, 2.3703, 0.3209], [0.5943, 2.8045, -0.7703], [-1.3933, -0.6883, 1.2953], [1.5365, 4.4104, 0.5809], [1.9514, 4.0132, 2.2897], [0.5529, 5.0299, 1.9533], [0.2712, 2.9399, 3.5613], [-1.0135, 0.6999, 3.5675], [-1.5579, -1.2150, 2.1482], [-1.4835, -1.1974, 0.4058]],
  "lowdin_charge": [0.316, 1.336, 0.337, 0.263, -0.116, -0.134, 0.033, -0.004, 0.322, 0.338, 0.104, 0.061, 0.136, 0.197, -0.247, 0.114, -0.392, 0.039, 0.294, 0.126, 0.147, 0.157, 0.194, 0.177, 0.171, 0.029]
}

***

No. 2
{
  "formula": "C24H37CaF3N4O4S",
  "method": "ωB97M-V with the def2-TZVPD basis set",
  "homo_lumo_gap_ev": 7.79,
  "charge": 2,
  "de_lowest_kcal_mol": 26.28,
  "lumo_ev": -4.77,
  "spin_multiplicity": 1,
  "symbols": ["Ca", "C", "O", "C", "C", "O", "C", "C", "O", "C", "H", "H", "H", "H", "H", "H", "H", "H", "H", "H", "H", "H", "H", "H", "O", "C", "C", "C", "C", "C", "C", "N", "H", "H", "H", "H", "H", "H", "H", "F", "C", "F", "F", "C", "C", "C", "C", "N", "C", "S", "H", "H", "H", "C", "C", "N", "C", "C", "N", "C", "C", "H", "H", "H", "H", "H", "H", "H", "H", "H", "H", "H", "H", "H"],
  "positions_angstrom": [[-0.0938, 0.0147, 0.6520], [-3.2684, -1.2398, 0.3341], [-1.9429, -1.4059, 0.8550], [-1.4992, -2.7544, 0.9102], [-0.9407, -3.2168, -0.4225], [0.1294, -2.3397, -0.7919], [0.4637, -2.3986, -2.1817], [-0.4598, -1.6182, -3.0852], [-0.2913, -0.2466, -2.8176], [-1.1081, 0.5502, -3.6713], [-3.9890, -1.7580, 0.9694], [-3.4805, -0.1740, 0.3274], [-3.3513, -1.6196, -0.6866], [-0.7116, -2.7856, 1.6684], [-2.3098, -3.4193, 1.2164], [-0.5675, -4.2407, -0.3338], [-1.7268, -3.2023, -1.1800], [1.4641, -1.9716, -2.2674], [0.4981, -3.4401, -2.5111], [-0.1902, -1.8443, -4.1239], [-1.5091, -1.9076, -2.9449], [-0.8434, 0.3919, -4.7208], [-2.1662, 0.3118, -3.5313], [-0.9492, 1.5902, -3.4019], [1.9279, -1.2217, 1.2439], [2.1110, -1.5838, 2.6199], [1.1496, -0.8413, 3.5202], [1.4368, -0.6617, 4.8653], [0.4897, -0.0479, 5.6696], [-0.7140, 0.3562, 5.1080], [-0.9150, 0.1411, 3.7584], [0.0027, -0.4338, 2.9727], [1.8015, -2.0192, 0.7075], [3.1383, -1.3654, 2.9144], [1.9486, -2.6555, 2.7583], [2.3732, -1.0138, 5.2783], [0.6849, 0.1109, 6.7217], [-1.4764, 0.8311, 5.7088], [-1.8435, 0.4309, 3.2785], [-2.7329, 4.6965, -0.9637], [-3.1321, 4.4004, 0.2875], [-4.0688, 3.4366, 0.2109], [-3.7426, 5.4919, 0.7681], [-1.9789, 4.0043, 1.1768], [-1.6788, 4.7803, 2.2751], [-0.6426, 4.3965, 3.1218], [0.0246, 3.2300, 2.8351], [-0.2368, 2.4616, 1.7710], [-1.2153, 2.8334, 0.9127], [-1.4537, 1.8548, -0.4808], [-2.2558, 5.6718, 2.4815], [-0.3824, 4.9905, 3.9859], [0.8158, 2.8756, 3.4895], [2.9863, 2.7909, -2.6540], [1.7694, 2.0979, -1.9957], [2.1809, 1.4324, -0.7554], [2.5784, 2.4492, 0.2212], [3.6917, 3.3545, -0.3634], [4.1167, 2.7587, -1.6691], [4.5595, 1.3474, -1.4499], [3.3068, 0.5369, -1.0332], [2.7805, 3.8285, -2.9099], [3.3200, 2.2758, -3.5535], [1.3286, 1.3615, -2.6659], [0.9864, 2.8155, -1.7541], [2.9114, 1.9540, 1.1347], [1.7060, 3.0451, 0.4739], [4.5632, 3.4063, 0.2866], [3.3423, 4.3680, -0.5523], [4.8943, 3.3002, -2.0430], [5.3223, 1.3512, -0.6735], [5.0080, 0.9744, -2.3687], [3.5232, -0.0552, -0.1482], [3.0110, -0.1438, -1.8320]],
  "lowdin_charge": [1.231, -0.047, -0.356, -0.173, -0.152, -0.209, -0.149, -0.201, -0.248, -0.098, 0.108, 0.072, 0.098, 0.123, 0.147, 0.147, 0.126, 0.124, 0.143, 0.144, 0.131, 0.101, 0.101, 0.064, -0.171, -0.139, -0.259, 0.003, -0.019, -0.026, -0.121, -0.022, 0.092, 0.133, 0.144, 0.128, 0.125, 0.122, 0.126, 0.129, -0.610, 0.128, 0.143, -0.112, 0.020, -0.041, -0.159, -0.057, -0.689, 0.612, 0.133, 0.113, 0.113, -0.040, -0.143, -0.163, -0.133, -0.044, -0.085, -0.049, -0.131, 0.142, 0.140, 0.104, 0.106, 0.133, 0.104, 0.139, 0.143, 0.196, 0.139, 0.141, 0.109, 0.124]
}

***

No. 3
{
  "formula": "C35H31N10O4S3Sr",
  "method": "ωB97M-V with the def2-TZVPD basis set",
  "homo_lumo_gap_ev": 5.59,
  "charge": -1,
  "de_lowest_kcal_mol": 2.93,
  "lumo_ev": 1.31,
  "spin_multiplicity": 1,
  "symbols": ["Sr", "S", "C", "C", "C", "C", "N", "C", "C", "C", "S", "C", "N", "H", "H", "N", "C", "C", "N", "C", "C", "N", "C", "C", "N", "H", "H", "H", "H", "H", "H", "C", "C", "S", "O", "O", "C", "C", "N", "C", "N", "C", "C", "N", "O", "O", "C", "H", "H", "H", "H", "H", "H", "H", "H", "H", "H", "H", "H", "H", "C", "C", "C", "C", "C", "C", "H", "H", "H", "H", "H", "N", "C", "C", "C", "C", "C", "C", "C", "H", "H", "H", "H", "H"],
  "positions_angstrom": [[1.2319, 0.2862, 0.5169], [-0.2459, 2.2727, 2.1871], [0.6456, 1.9389, 3.6401], [1.0908, 3.0208, 4.4111], [1.8237, 2.8709, 5.5837], [2.3237, 4.0410, 6.2511], [2.7285, 5.0076, 6.7285], [2.0987, 1.5752, 6.0474], [1.6663, 0.4883, 5.3004], [0.9750, 0.6123, 4.0851], [0.5698, -0.8274, 3.2023], [2.8779, 1.3612, 7.2350], [3.5031, 1.1911, 8.1867], [0.8520, 4.0195, 4.0658], [1.8917, -0.5099, 5.6528], [3.2254, 4.1754, 1.8931], [2.6330, 4.9395, 0.9186], [2.2320, 4.0595, -0.0384], [2.5560, 2.7804, 0.3292], [3.1493, 2.8823, 1.4954], [3.6579, 1.7421, 2.2464], [3.7204, 0.5232, 1.7568], [4.2466, -0.2531, 2.7626], [4.5139, 0.5137, 3.8525], [4.1560, 1.7939, 3.5061], [3.5957, 4.5154, 2.7639], [2.5440, 6.0065, 1.0038], [1.7073, 4.2699, -0.9536], [4.3785, -1.3140, 2.6447], [4.8918, 0.2763, 4.8301], [3.9846, 2.5290, 4.1771], [-7.4258, -1.9949, 0.6817], [-6.2251, -1.1270, 0.3277], [-6.6095, -0.1443, -1.1051], [-6.8025, -1.0347, -2.2235], [-7.6478, 0.7848, -0.7408], [-5.1261, 0.7854, -1.3939], [-4.0101, -0.0732, -1.9749], [-2.7267, 0.6178, -1.8903], [-1.8597, 0.4958, -0.8625], [-0.7130, 1.1189, -1.1233], [-0.8355, 1.6618, -2.3534], [-2.0704, 1.3663, -2.8565], [-2.6549, 1.8340, -4.0639], [-3.8619, 1.6942, -4.2193], [-1.9177, 2.3683, -4.8690], [-2.1413, -0.2436, 0.3910], [-7.1900, -2.6067, 1.5516], [-7.6806, -2.6539, -0.1465], [-8.2910, -1.3771, 0.9147], [-5.3508, -1.7300, 0.0815], [-5.9690, -0.4290, 1.1252], [-4.8418, 1.2391, -0.4433], [-5.4123, 1.5759, -2.0880], [-4.2209, -0.3180, -3.0089], [-3.8973, -1.0098, -1.4325], [-0.0570, 2.2387, -2.8219], [-3.1958, -0.4897, 0.5035], [-1.8152, 0.3601, 1.2442], [-1.5543, -1.1667, 0.3966], [-0.1249, -4.5105, -2.0313], [-0.4082, -3.3177, -2.6865], [-0.0954, -2.1015, -2.0811], [0.5022, -1.9806, -0.8105], [0.7642, -3.2216, -0.1953], [0.4684, -4.4556, -0.7764], [-0.3665, -5.4632, -2.4885], [-0.8668, -3.3369, -3.6708], [-0.3231, -1.1992, -2.6544], [1.2135, -3.2405, 0.7970], [0.6917, -5.3754, -0.2446], [2.7363, 0.1040, -1.7522], [2.9979, -0.6167, -2.6039], [3.1447, -1.6010, -3.6412], [2.8155, -2.9219, -3.3486], [2.9140, -3.8788, -4.3443], [3.3348, -3.5191, -5.6178], [3.6528, -2.1977, -5.9054], [3.5558, -1.2318, -4.9186], [2.4559, -3.1753, -2.3583], [2.6484, -4.9043, -4.1274], [3.4060, -4.2703, -6.3936], [3.9700, -1.9187, -6.9012], [3.7916, -0.1971, -5.1278]],
  "lowdin_charge": [0.986, 0.474, -0.746, -0.114, -0.246, -0.207, 0.135, -0.239, -0.103, -0.755, 0.438, -0.201, 0.140, 0.100, 0.106, 0.122, -0.084, -0.142, 0.048, -0.319, -0.306, 0.054, -0.131, -0.083, 0.130, 0.155, 0.108, 0.101, 0.106, 0.117, 0.140, -0.114, -0.305, 0.633, -0.305, -0.311, -0.210, -0.141, 0.057, -0.329, 0.047, -0.031, -0.144, -0.342, 0.066, 0.081, -0.008, 0.079, 0.078, 0.077, 0.095, 0.109, 0.117, 0.109, 0.125, 0.118, 0.127, 0.066, 0.016, 0.073, -0.145, -0.139, -0.206, -0.263, -0.185, -0.132, 0.085, 0.089, 0.070, 0.068, 0.087, 0.143, -0.137, -0.209, -0.016, -0.060, -0.080, -0.084, -0.035, 0.103, 0.108, 0.101, 0.101, 0.116]
}

***

No. 4
{
  "formula": "C3H6N2O2S",
  "method": "ωB97M-V with the def2-TZVPD basis set",
  "homo_lumo_gap_ev": 8.93,
  "de_lowest_kcal_mol": 124.30,
  "lumo_ev": 0.21,
  "spin_multiplicity": 1,
  "smiles": "CN(/C=N/O)OC=S",
  "symbols": ["C", "N", "C", "N", "O", "O", "C", "S", "H", "H", "H", "H", "H", "H"],
  "positions_angstrom": [[0.2005, 1.4527, 0.0171], [0.2912, -0.0035, -0.1675], [-0.9238, -0.6391, -0.1897], [-2.0459, -0.0281, -0.3511], [-3.0581, -0.8998, -0.5052], [1.0843, -0.5976, 0.8282], [2.3747, -0.7828, 0.4630], [3.1733, -0.3812, -0.8692], [-0.2669, 1.5379, 0.9952], [1.2434, 1.7989, 0.0691], [-0.3592, 1.7957, -0.8454], [-0.7952, -1.7350, -0.1680], [-3.8545, -0.3798, -0.6257], [2.9363, -1.1382, 1.3493]],
  "lowdin_charge": [-0.026, -0.204, -0.167, -0.019, -0.055, -0.117, -0.713, 0.708, 0.093, 0.080, 0.094, 0.153, 0.095, 0.077]
}